ORCA calculation (the ωB97M-V functional and the def2-TZVPD basis) on an isolated molecule of C8H9NOS.

```
20
Properties=species:S:1:pos:R:3:forces:R:3:lowdin_charge:R:1
C -2.6979 0.1142 -0.3090 -0.1 0.1 -0.1 -0.090
C -2.0738 0.3902 -1.5213 -0.1 0.0 -0.1 -0.076
C -1.9544 -0.2518 0.7839 0.3 -0.1 0.1 -0.034
C -0.6873 0.3038 -1.6246 0.0 0.1 0.0 -0.036
C -0.5431 -0.3958 0.6985 -0.5 0.3 -0.6 -0.263
C 0.0751 -0.0644 -0.5431 0.2 -0.1 0.3 -0.148
C 0.1824 -0.8540 1.7805 0.2 -0.3 0.6 0.101
C 1.5930 -0.1045 -0.6297 -0.5 0.1 -0.9 -0.519
N 2.2554 0.4667 0.4902 0.8 0.0 0.3 -0.406
O 1.9989 -1.4492 -0.7222 0.0 -0.4 0.0 -0.012
S 2.1543 2.0578 0.7523 0.0 0.1 0.0 0.820
H -3.7728 0.1866 -0.2274 -0.1 0.0 0.0 0.102
H -2.6603 0.6896 -2.3763 0.0 0.0 -0.1 0.099
H -2.4380 -0.4796 1.7229 0.0 0.0 0.1 0.109
H -0.2052 0.5456 -2.5613 0.1 0.0 -0.1 0.113
H -0.2918 -0.9470 2.7422 -0.1 -0.1 0.2 0.066
H 1.2055 -1.1617 1.6920 0.1 0.0 0.1 0.051
H 1.8980 0.4198 -1.5627 -0.1 0.0 0.3 0.142
H 2.8650 -1.5180 -0.3021 0.0 0.1 -0.1 0.094
H 3.0969 2.0517 1.7171 -0.2 0.2 -0.1 -0.116
```
Forces are in eV/Å.

Energy relative to the best compared isomer or geometry (same formula, charge and spin) ... 81.7 kcal per mole
Total charge ... 0
M ... 167.23 g mol⁻¹
Frontier orbital gap (alpha / beta) ... 6.651 / 7.899 eV
2S+1 ... 1

ORCA calculation (the ωB97M-V functional and the def2-TZVPD basis) on a structure of composition C8H9NS2Zr.

```
21
Properties=species:S:1:pos:R:3:forces:R:3:lowdin_charge:R:1
Zr 1.3952 1.7433 -0.8809 -2.8 2.0 1.7 1.453
C 2.1252 3.8034 -0.8608 -0.6 -0.7 0.4 -0.283
H 1.2425 4.4595 -0.8307 0.0 0.2 0.1 0.035
H 2.7938 4.1090 -0.0510 -0.1 0.0 -0.1 0.027
H 2.6331 4.0023 -1.8193 0.0 -0.3 -0.2 0.040
H 2.9920 1.3423 -1.6958 1.8 -2.0 2.0 0.099
H 3.0457 0.9496 -0.7064 1.9 0.5 -2.3 0.087
S 1.9115 1.5870 1.5695 0.2 0.4 -1.6 0.825
C 0.6199 0.4645 1.4565 -2.1 -2.1 -0.9 -1.045
N 0.1225 0.2150 0.1977 0.6 0.7 1.5 -0.192
C -0.7901 -0.8454 0.1730 0.8 0.5 -0.3 -0.311
C -1.2989 -1.3895 -1.0073 -0.5 -0.5 0.4 -0.002
C -2.1683 -2.4721 -0.8797 0.2 0.4 -0.3 -0.015
C -2.5065 -2.9983 0.3848 0.3 0.3 0.7 -0.007
C -1.9491 -2.4653 1.5573 -0.3 -0.1 -0.1 -0.030
C -1.0651 -1.3848 1.4372 0.3 0.3 0.5 -0.385
S -0.1105 -0.5303 2.6895 0.0 0.0 -1.5 1.185
H -0.9897 -0.9634 -1.9611 -0.3 -0.3 0.1 0.117
H -2.6019 -2.9218 -1.7737 0.1 0.1 0.3 0.131
H -3.2078 -3.8380 0.4594 0.4 0.4 0.0 0.137
H -2.1934 -2.8671 2.5418 0.0 0.0 -0.4 0.133
```
Forces are in eV/Å.

Energy relative to the best compared isomer or geometry (same formula, charge and spin) ... 0.0 kcal per mole
Total charge ... +2
M ... 274.52 g mol⁻¹
Frontier orbital gap (alpha / beta) ... 4.653 / 4.658 eV
2S+1 ... 1

- Which of these has the lowest energy relative to the best compared isomer or geometry (same formula, charge and spin)?
  C8H9NS2Zr